{
  "formula": "C44H88O13S2",
  "method": "ωB97M-V with the def2-TZVPD basis set",
  "species": ["O", "S", "O", "C", "C", "C", "C", "H", "H", "H", "H", "H", "H", "H", "H", "O", "S", "O", "C", "C", "C", "C", "H", "H", "H", "H", "H", "H", "H", "H", "C", "C", "C", "O", "C", "H", "H", "H", "H", "H", "H", "H", "H", "C", "C", "C", "O", "C", "H", "H", "H", "H", "H", "H", "H", "H", "C", "C", "C", "O", "C", "H", "H", "H", "H", "H", "H", "H", "H", "C", "C", "C", "O", "C", "H", "H", "H", "H", "H", "H", "H", "H", "C", "C", "C", "O", "C", "H", "H", "H", "H", "H", "H", "H", "H", "C", "C", "C", "O", "C", "H", "H", "H", "H", "H", "H", "H", "H", "C", "C", "C", "O", "C", "H", "H", "H", "H", "H", "H", "H", "H", "C", "C", "C", "O", "C", "H", "H", "H", "H", "H", "H", "H", "H", "C", "C", "C", "O", "C", "H", "H", "H", "H", "H", "H", "H", "H"],
  "xyz": [[0.57646, 2.50210, 2.62589], [1.89850, 2.70856, 3.23139], [2.88880, 1.68613, 3.05966], [2.68915, 4.32662, 2.83058], [3.09203, 4.84271, 4.18352], [2.04091, 4.39294, 5.23146], [1.63757, 2.94084, 4.95671], [2.04400, 4.96361, 2.26049], [3.55504, 4.18018, 2.21041], [4.08165, 4.52003, 4.55418], [3.18093, 5.93590, 4.13729], [1.11333, 4.99593, 5.25798], [2.50679, 4.41475, 6.22928], [0.62324, 2.67287, 5.17159], [2.35470, 2.24040, 5.39060], [0.51751, 1.46116, -0.81718], [0.00949, 0.11176, -0.71476], [0.49701, -0.86307, -1.65042], [0.18186, -0.61029, 0.88528], [-0.80198, -1.83159, 0.71813], [-2.11273, -1.20361, 0.07172], [-1.78307, 0.02384, -0.79200], [-0.12444, 0.07356, 1.65678], [1.23035, -0.85947, 1.04944], [-0.39048, -2.64552, 0.12416], [-0.97712, -2.18052, 1.75544], [-2.66373, -0.80410, 0.95249], [-2.65165, -1.92977, -0.49983], [-2.30644, 0.93555, -0.52402], [-1.96308, -0.12556, -1.88613], [1.09621, -2.71605, 6.22278], [2.22121, -1.84853, 5.56465], [1.46965, -1.04038, 4.46898], [0.26438, -1.84655, 4.22385], [0.31747, -3.10801, 4.98912], [0.56194, -2.13282, 7.02310], [1.57275, -3.57853, 6.75443], [2.94065, -2.37437, 4.93999], [2.77232, -1.30718, 6.34353], [1.96590, -1.06922, 3.49624], [1.06632, -0.06967, 4.79622], [0.85228, -3.88263, 4.40673], [-0.60250, -3.58291, 5.22983], [-0.14381, 4.77355, -0.94605], [-0.98603, 4.38417, 0.35627], [-1.19338, 5.65177, 1.10071], [-0.09046, 6.43584, 0.79227], [0.12740, 6.22090, -0.62886], [-0.75139, 4.70996, -1.88380], [0.72082, 4.17835, -1.13781], [-0.35328, 3.66177, 0.92238], [-1.91245, 3.79032, 0.16503], [-1.27542, 5.55977, 2.19313], [-2.11416, 6.09034, 0.80232], [1.12764, 6.52433, -0.72170], [-0.53302, 6.90507, -1.17482], [3.79131, 1.58881, -0.11387], [3.67726, 2.60569, -1.25199], [3.67397, 1.75010, -2.54489], [4.32076, 0.51415, -2.16232], [3.94704, 0.25660, -0.85097], [2.88597, 1.55679, 0.55937], [4.61691, 1.82546, 0.58548], [4.50330, 3.32366, -1.24689], [2.67641, 3.09068, -1.17367], [4.09836, 2.19557, -3.44941], [2.63719, 1.54366, -2.77979], [4.56063, -0.49158, -0.34862], [2.86178, -0.16558, -0.84091], [2.08356, -3.28452, -6.18005], [2.00548, -2.79103, -4.73058], [2.43234, -1.33911, -4.91656], [2.00619, -0.90746, -6.23958], [1.52548, -2.00049, -6.92326], [1.39983, -4.10705, -6.39878], [3.07651, -3.50337, -6.56350], [2.81632, -3.26610, -4.16127], [1.01241, -2.89544, -4.24651], [3.52840, -1.29782, -4.84822], [2.00094, -0.65990, -4.18071], [1.75986, -2.09224, -7.94897], [0.40925, -1.95270, -6.92187], [3.10862, -3.56839, 0.10767], [1.83944, -4.46753, -0.23223], [1.41343, -4.91929, 1.22819], [2.50912, -4.68199, 2.08290], [3.15768, -3.47209, 1.59258], [2.99012, -2.57536, -0.36616], [3.98637, -4.03826, -0.30300], [2.08540, -5.39651, -0.74487], [1.03297, -3.96074, -0.76577], [1.23736, -6.01426, 1.23779], [0.44291, -4.43625, 1.55921], [4.18236, -3.47730, 1.96805], [2.65937, -2.55933, 2.02126], [-5.99666, 1.20011, -1.02054], [-5.49516, 0.88761, 0.39466], [-4.66424, 2.15498, 0.73185], [-4.14220, 2.63066, -0.48819], [-4.86735, 2.01876, -1.51946], [-6.94199, 1.80976, -1.04001], [-6.26289, 0.31528, -1.60099], [-4.80036, 0.04212, 0.30559], [-6.19878, 0.63876, 1.21087], [-3.84331, 1.92982, 1.44071], [-5.34098, 2.89542, 1.24216], [-4.16336, 1.42713, -2.11851], [-5.34097, 2.86125, -2.11836], [-1.22761, 0.97392, -6.24310], [-0.08465, 1.86947, -5.78008], [-0.26220, 1.89739, -4.23505], [-1.46215, 1.19650, -3.99102], [-1.61595, 0.17912, -5.08491], [-0.96413, 0.35163, -7.08965], [-2.10490, 1.59538, -6.55724], [-0.05695, 2.88417, -6.21188], [0.85518, 1.46092, -6.09406], [-0.40329, 2.91197, -3.82688], [0.55561, 1.45122, -3.64357], [-2.57159, -0.31747, -5.01450], [-0.93017, -0.62238, -4.82695], [-2.74947, -0.08973, 4.60477], [-2.95383, -0.57111, 6.05188], [-1.63809, -0.11408, 6.72696], [-1.07448, 0.97552, 5.91598], [-1.94834, 1.17038, 4.75633], [-3.67343, 0.04586, 4.08166], [-2.06874, -0.85504, 4.10076], [-3.14502, -1.61799, 6.15301], [-3.78931, -0.02372, 6.49269], [-0.81336, -0.79363, 6.73184], [-1.77903, 0.25060, 7.74011], [-1.26102, 1.42827, 3.93538], [-2.58671, 2.04174, 4.98245], [-1.63286, -3.97668, -3.17252], [-1.08297, -5.03066, -4.11019], [-2.28502, -6.04053, -4.10702], [-3.38033, -5.19230, -4.25447], [-3.15458, -3.98338, -3.53878], [-1.35298, -2.93652, -3.30458], [-1.46350, -4.20193, -2.12346], [-0.07433, -5.37632, -3.89127], [-0.97363, -4.55202, -5.11952], [-2.27399, -6.59346, -3.11563], [-2.39446, -6.73994, -4.94828], [-3.82721, -3.89268, -2.67472], [-3.31053, -3.10886, -4.20024]],
  "forces_ev_per_angstrom": [[1.3, 0.4, 0.2], [-1.5, -0.1, -1.2], [0.6, -0.5, -0.2], [0.1, -1.0, 0.2], [-0.1, 0.9, 1.1], [-0.3, 0.1, 0.8], [1.3, 0.4, -0.1], [-0.9, 0.4, 0.0], [0.3, -0.6, -0.3], [-0.4, -0.3, -0.6], [-0.2, -0.2, 0.2], [0.7, 0.0, -0.2], [-0.4, 0.3, -0.3], [-0.5, -0.1, 0.3], [-0.3, 0.0, 0.2], [-0.1, -0.2, 0.1], [-0.3, 1.4, 0.1], [0.3, -0.6, -0.6], [-0.3, -1.4, -0.7], [-0.1, 1.2, 0.9], [0.8, 0.7, 1.6], [0.3, -0.6, -1.4], [-0.3, 0.4, 0.3], [0.0, -0.1, -0.1], [0.1, 0.3, 0.0], [-0.2, -0.1, -0.7], [-0.2, -0.6, -0.7], [-0.5, -0.5, 0.0], [0.3, 0.2, 0.3], [0.1, 0.1, 0.8], [1.8, -0.3, 0.4], [-0.4, 0.6, -0.1], [-1.5, -1.1, 0.8], [-0.7, -1.2, 0.5], [1.5, 0.9, -0.3], [0.2, -0.5, -1.1], [-0.5, 0.5, -0.5], [0.1, -0.9, 0.7], [-0.2, 0.3, -0.5], [0.4, 0.7, 0.4], [0.5, -0.1, -0.3], [0.2, 0.4, 0.2], [-1.5, 0.5, -0.1], [-2.5, 0.3, 0.1], [0.8, -3.1, -0.8], [-0.2, -0.5, 1.1], [0.5, 0.4, -0.7], [-0.4, 0.8, 0.9], [0.3, 0.0, 0.8], [0.6, -0.5, 0.4], [-0.4, 0.7, -0.2], [0.5, 0.7, -0.2], [0.3, -0.2, -0.2], [-1.0, 0.9, -0.6], [1.4, 0.4, -0.7], [0.1, -0.1, -0.1], [-0.1, 0.1, 1.3], [-0.9, 0.3, -0.4], [-0.1, -0.3, 1.0], [0.7, 0.6, -1.1], [-2.9, -0.6, 1.0], [0.8, 0.1, -1.0], [-0.1, -0.2, -0.5], [-0.3, 0.0, 0.0], [0.9, 0.1, -0.1], [0.5, -0.2, 0.4], [-0.4, -0.3, -0.1], [0.4, 0.2, -0.4], [1.6, 0.2, -0.2], [-2.1, 1.2, -0.6], [1.0, -0.1, -0.2], [0.0, 0.4, 0.0], [0.9, 0.6, 0.8], [-1.3, -2.2, 0.9], [0.3, -0.2, 0.1], [0.2, 0.0, 0.3], [-0.7, -0.1, 0.4], [0.6, -0.1, -0.4], [-0.2, 0.3, -0.1], [0.0, 0.0, 0.0], [0.9, 0.7, -1.3], [0.4, -0.4, 0.3], [-1.6, 0.3, -1.8], [0.4, -0.1, 2.0], [-1.0, -0.5, -0.9], [0.2, 1.1, -0.2], [-0.3, -0.3, 1.4], [0.2, -0.4, 0.2], [0.4, -0.1, 0.0], [0.3, 0.3, -0.3], [0.3, 0.1, 0.0], [0.0, 0.6, 0.1], [1.1, -0.1, -0.1], [-0.1, -0.1, 0.1], [0.1, -0.7, -0.5], [-2.0, 0.0, 1.4], [0.6, -0.1, 0.5], [-0.8, -0.4, 1.4], [-0.1, -0.2, 1.0], [-0.1, 1.7, -3.0], [0.8, -0.4, 0.4], [0.5, 0.0, 0.0], [-0.1, 0.0, 0.1], [0.0, 0.2, -0.7], [-0.2, 0.2, -0.4], [0.6, -0.3, -0.6], [-0.1, 0.3, -0.2], [1.0, -1.0, 0.1], [-1.0, 1.2, -2.1], [0.4, 0.6, 0.4], [0.1, 0.4, 0.0], [-1.2, -1.5, -0.3], [1.0, 0.5, 3.1], [0.2, -0.1, -0.3], [0.6, -0.4, 0.2], [-0.6, -0.4, 0.1], [0.6, -0.5, 0.2], [0.0, -0.3, -0.3], [0.0, -0.1, -0.5], [-0.7, 0.6, -0.2], [0.7, -0.2, -0.2], [1.7, -1.8, -0.1], [0.8, 1.4, 0.0], [0.2, 1.1, -0.7], [-1.3, -0.4, -0.3], [0.9, 1.0, 0.9], [-0.5, 0.0, -0.5], [-1.1, 0.9, 0.3], [0.0, -0.7, 0.0], [0.0, -0.1, 0.1], [-0.1, -1.1, 0.1], [-0.2, 0.1, 0.1], [-0.5, -0.2, 0.0], [0.0, -0.2, -0.2], [-1.3, 0.5, 0.4], [-0.1, 0.3, -1.4], [1.2, 0.0, 0.3], [-1.1, 0.6, 0.3], [0.8, 0.3, 0.0], [0.8, 0.0, -0.2], [0.0, -0.3, 0.2], [-0.2, -0.4, 0.4], [-0.4, -0.6, 0.6], [-0.2, 0.4, -0.9], [0.6, 0.0, 0.4], [0.2, -0.1, -0.1], [-0.4, -0.6, 0.1]],
  "gap_ev": 9.496,
  "e_lumo_ev": 0.49,
  "smiles": "O=S1(=O)CCCC1.O=S1(=O)CCCC1.C1CCOC1.C1CCOC1.C1CCOC1.C1CCOC1.C1CCOC1.C1CCOC1.C1CCOC1.C1CCOC1.C1CCOC1"
}